[1]
Entry from the Open Molecules 2025 dataset: a cluster of 14 separate species, C70H161N7O7 in total in a non-equilibrium geometry (ωB97M-V with the def2-TZVPD basis set).

```
245
C70H161N7O7 (ωB97M-V with the def2-TZVPD basis set)
C 0.975 -2.451 -1.117
C 0.261 -1.521 -0.081
N 0.781 -0.126 0.034
C 0.507 0.697 -1.123
C -0.989 0.931 -1.324
C 2.220 -0.204 0.392
C 2.683 1.063 1.066
H 2.063 -2.475 -1.061
H 0.620 -2.111 -2.090
H 0.667 -3.474 -0.899
H -0.818 -1.627 -0.189
H 0.410 -1.937 0.916
H 0.914 1.693 -0.945
H 1.075 0.290 -1.959
H -1.127 1.349 -2.322
H -1.585 0.018 -1.292
H -1.426 1.595 -0.579
H 2.830 -0.138 -0.509
H 2.526 -0.995 1.076
H 3.571 0.825 1.651
H 1.972 1.366 1.834
H 2.939 1.793 0.299
C -0.471 -4.625 -4.971
C -1.076 -6.046 -4.775
N -1.480 -6.750 -6.020
C -2.501 -6.012 -6.784
C -3.795 -5.820 -6.005
C -0.396 -6.995 -6.920
C 0.793 -7.672 -6.205
H 0.472 -4.708 -5.512
H -0.203 -4.171 -4.017
H -1.076 -3.969 -5.596
H -0.349 -6.659 -4.242
H -1.882 -5.998 -4.042
H -2.246 -5.071 -7.271
H -2.873 -6.696 -7.547
H -4.187 -6.735 -5.562
H -3.641 -5.089 -5.211
H -4.542 -5.392 -6.673
H -0.121 -6.054 -7.395
H -0.617 -7.664 -7.752
H 1.499 -8.002 -6.967
H 0.453 -8.511 -5.597
H 1.271 -6.957 -5.536
C 7.552 2.436 1.755
C 6.252 3.167 1.292
N 6.485 3.863 -0.005
C 6.986 3.040 -1.103
C 6.061 1.904 -1.444
C 7.293 5.054 0.094
C 6.409 6.196 0.611
H 7.324 1.984 2.720
H 8.356 3.145 1.953
H 7.833 1.609 1.103
H 5.474 2.414 1.162
H 5.899 3.856 2.059
H 6.962 3.681 -1.984
H 8.049 2.810 -1.028
H 5.115 2.430 -1.568
H 6.190 1.340 -2.367
H 6.014 1.175 -0.635
H 7.571 5.299 -0.931
H 8.176 4.937 0.721
H 6.890 7.169 0.708
H 5.937 5.994 1.573
H 5.589 6.343 -0.092
C 5.846 -1.942 1.304
C 4.826 -2.841 0.520
N 5.432 -4.091 0.019
C 5.795 -5.014 1.114
C 6.787 -6.136 0.742
C 4.538 -4.742 -0.937
C 4.589 -4.021 -2.300
H 6.653 -1.569 0.673
H 6.156 -2.279 2.293
H 5.345 -0.997 1.514
H 3.976 -3.015 1.180
H 4.418 -2.283 -0.323
H 4.928 -5.471 1.592
H 6.284 -4.464 1.917
H 7.351 -6.500 1.601
H 7.506 -5.750 0.019
H 6.227 -6.915 0.224
H 4.836 -5.785 -1.045
H 3.534 -4.737 -0.512
H 4.053 -4.598 -3.054
H 4.031 -3.092 -2.417
H 5.589 -3.949 -2.727
C -2.764 3.489 1.420
C -3.398 3.976 2.769
N -4.865 4.181 2.610
C -5.209 5.257 1.741
C -4.502 6.560 2.141
C -5.580 2.993 2.242
C -7.103 3.139 2.551
H -2.513 4.366 0.823
H -3.480 2.908 0.839
H -1.818 2.967 1.565
H -3.160 3.192 3.487
H -2.909 4.893 3.099
H -5.054 4.927 0.714
H -6.270 5.508 1.717
H -4.906 7.431 1.625
H -4.467 6.756 3.213
H -3.469 6.542 1.796
H -5.187 2.186 2.861
H -5.501 2.715 1.191
H -7.663 2.213 2.420
H -7.619 3.922 1.996
H -7.222 3.397 3.604
C 2.894 3.655 3.204
C 1.595 3.550 4.030
N 0.988 4.839 4.418
C -0.286 4.663 5.137
C -0.250 3.626 6.339
C 0.718 5.643 3.206
C 0.078 7.011 3.480
H 3.513 4.513 3.468
H 2.632 3.770 2.152
H 3.561 2.804 3.346
H 0.967 2.869 3.455
H 1.843 3.015 4.947
H -0.607 5.654 5.458
H -1.083 4.307 4.485
H -0.215 2.589 6.005
H 0.562 3.943 6.993
H -1.175 3.684 6.912
H 0.153 5.078 2.464
H 1.671 5.792 2.698
H -0.996 6.924 3.645
H 0.215 7.698 2.645
H 0.439 7.506 4.381
C -4.855 1.256 -2.954
C -4.192 0.659 -4.232
N -4.262 -0.832 -4.164
C -3.442 -1.412 -5.190
C -1.931 -1.142 -4.925
C -5.667 -1.284 -4.309
C -5.779 -2.734 -3.892
H -5.933 1.293 -3.112
H -4.514 2.276 -2.781
H -4.600 0.697 -2.054
H -4.642 1.158 -5.090
H -3.164 1.019 -4.275
H -3.703 -2.468 -5.264
H -3.716 -0.948 -6.138
H -1.670 -1.452 -3.913
H -1.347 -1.777 -5.592
H -1.590 -0.136 -5.171
H -5.971 -1.146 -5.346
H -6.262 -0.714 -3.596
H -6.816 -2.969 -3.654
H -5.194 -2.964 -3.002
H -5.490 -3.479 -4.633
C 1.463 5.588 -1.401
C 0.586 4.466 -1.896
C 1.571 3.713 -2.816
O 2.740 3.743 -2.052
C 2.837 4.915 -1.256
H 1.164 6.012 -0.443
H 1.463 6.311 -2.217
H -0.306 4.784 -2.437
H 0.233 3.879 -1.048
H 1.771 4.194 -3.773
H 1.423 2.653 -3.023
H 3.657 5.543 -1.605
H 2.940 4.612 -0.214
C 3.036 -1.026 5.282
C 4.303 -1.896 5.168
C 5.363 -0.847 4.905
O 4.653 0.039 4.020
C 3.246 0.004 4.191
H 2.961 -0.592 6.279
H 2.133 -1.617 5.126
H 4.213 -2.576 4.321
H 4.501 -2.562 6.007
H 6.235 -1.300 4.433
H 5.579 -0.228 5.776
H 2.780 -0.348 3.270
H 2.948 1.000 4.518
C 1.314 -5.285 1.877
C 1.995 -4.420 2.894
C 0.944 -4.150 4.039
O -0.180 -4.987 3.704
C -0.165 -5.195 2.285
H 1.711 -6.288 2.032
H 1.459 -4.931 0.856
H 2.284 -3.433 2.531
H 2.914 -4.888 3.247
H 0.557 -3.133 3.976
H 1.334 -4.335 5.040
H -0.629 -4.400 1.701
H -0.637 -6.164 2.128
C -2.621 -0.793 3.934
C -1.925 0.476 3.861
C -0.483 0.010 3.941
O -0.539 -0.893 5.066
C -1.866 -1.536 5.033
H -2.599 -1.434 3.053
H -3.682 -0.712 4.168
H -2.000 1.071 4.772
H -2.121 0.985 2.918
H 0.303 0.733 4.158
H -0.095 -0.507 3.063
H -2.327 -1.320 5.997
H -1.885 -2.597 4.781
C -3.392 7.032 -2.536
C -3.153 6.092 -1.354
C -3.279 4.703 -2.043
O -2.916 4.919 -3.404
C -2.590 6.333 -3.625
H -3.106 8.065 -2.338
H -4.436 7.068 -2.849
H -3.894 6.259 -0.572
H -2.142 6.309 -1.012
H -4.307 4.372 -1.899
H -2.536 4.051 -1.585
H -2.916 6.556 -4.642
H -1.527 6.552 -3.521
C -6.134 -1.749 -0.423
C -4.625 -1.485 -0.257
C -4.447 -0.316 0.708
O -5.596 -0.503 1.570
C -6.670 -0.936 0.770
H -6.372 -2.802 -0.270
H -6.655 -1.528 -1.355
H -4.080 -1.399 -1.197
H -4.252 -2.318 0.340
H -4.439 0.685 0.278
H -3.450 -0.359 1.146
H -7.135 -0.016 0.416
H -7.286 -1.580 1.398
C -3.318 -4.966 -1.393
C -3.083 -6.480 -1.396
C -1.739 -6.624 -0.723
O -1.044 -5.469 -1.207
C -1.893 -4.334 -1.232
H -4.053 -4.625 -0.664
H -3.790 -4.656 -2.326
H -3.105 -6.754 -2.451
H -3.791 -7.052 -0.796
H -1.199 -7.549 -0.929
H -1.782 -6.568 0.364
H -1.586 -3.664 -2.036
H -1.872 -3.770 -0.299
```

Results
- charge = 0
- LUMO energy (eV) = 0.6
- spin multiplicity = 1
- DFT total energy (eV) = -99957.0113

These are the Löwdin partial charges, in e, on atoms 1 to 99: -0.05, -0.22, -0.16, -0.25, -0.06, -0.25, -0.10, 0.05, 0.07, 0.05, 0.08, 0.09, 0.09, 0.12, 0.07, 0.05, 0.06, 0.11, 0.10, 0.05, 0.06, 0.07, -0.06, -0.22, -0.17, -0.27, -0.10, -0.29, -0.08, 0.06, 0.06, 0.05, 0.10, 0.08, 0.11, 0.11, 0.08, 0.04, 0.07, 0.11, 0.11, 0.07, 0.08, 0.06, -0.07, -0.20, -0.19, -0.29, -0.08, -0.26, -0.08, 0.06, 0.06, 0.06, 0.08, 0.10, 0.11, 0.11, 0.07, 0.08, 0.06, 0.11, 0.10, 0.07, 0.06, 0.06, -0.06, -0.23, -0.18, -0.25, -0.08, -0.24, -0.08, 0.07, 0.05, 0.05, 0.08, 0.09, 0.10, 0.10, 0.07, 0.07, 0.06, 0.11, 0.10, 0.06, 0.05, 0.08, -0.07, -0.19, -0.19, -0.27, -0.08, -0.26, -0.07, 0.05, 0.05, 0.06, 0.09



[2]
Entry from the Open Molecules 2025 dataset: a cluster of 12 separate species, C70H171N11O2 in total in a non-equilibrium geometry (ωB97M-V with the def2-TZVPD basis set).

```
254
C70H171N11O2 (ωB97M-V with the def2-TZVPD basis set)
C -1.422 2.772 1.099
C -0.783 1.429 1.551
N -0.544 0.582 0.385
C -0.022 -0.719 0.924
C 0.220 -1.821 -0.160
C 0.338 1.126 -0.659
C 1.807 1.328 -0.322
H -2.053 3.048 1.904
H -2.098 2.630 0.253
H -0.748 3.605 0.907
H 0.137 1.590 2.147
H -1.474 0.852 2.176
H 0.882 -0.502 1.517
H -0.830 -1.043 1.531
H -0.582 -1.765 -0.931
H 1.189 -1.692 -0.614
H 0.193 -2.824 0.286
H -0.120 2.026 -1.002
H 0.323 0.541 -1.616
H 2.360 2.062 -0.823
H 2.362 0.405 -0.408
H 1.932 1.462 0.773
C -3.166 4.647 -5.556
C -2.713 5.776 -4.590
N -3.861 6.288 -3.788
C -4.663 5.293 -3.091
C -3.943 4.246 -2.306
C -4.688 7.296 -4.413
C -3.917 8.543 -4.568
H -3.659 5.031 -6.401
H -3.798 3.863 -5.131
H -2.212 4.150 -5.852
H -1.986 5.324 -3.884
H -2.246 6.532 -5.210
H -5.319 4.755 -3.819
H -5.271 5.864 -2.403
H -3.265 3.756 -2.957
H -4.700 3.502 -1.940
H -3.386 4.718 -1.471
H -5.022 7.123 -5.405
H -5.584 7.438 -3.783
H -3.717 8.987 -3.636
H -2.958 8.450 -5.128
H -4.448 9.258 -5.148
C -5.145 -0.527 1.979
C -4.364 -0.011 0.746
N -4.879 -0.492 -0.481
C -4.574 0.366 -1.665
C -3.142 0.428 -2.001
C -4.429 -1.902 -0.690
C -5.251 -2.557 -1.767
H -6.215 -0.173 2.026
H -4.725 -0.361 2.978
H -5.209 -1.627 1.950
H -4.373 1.083 0.790
H -3.318 -0.217 0.951
H -5.185 -0.011 -2.477
H -4.903 1.368 -1.378
H -2.917 1.191 -2.720
H -2.664 0.617 -1.079
H -2.812 -0.533 -2.277
H -4.566 -2.476 0.247
H -3.289 -1.945 -0.878
H -5.003 -3.658 -1.746
H -4.952 -2.262 -2.813
H -6.305 -2.464 -1.628
C 1.104 8.947 3.642
C 1.595 7.777 4.530
N 1.098 6.492 3.994
C 1.922 5.891 2.929
C 3.374 5.619 3.393
C -0.394 6.415 3.648
C -1.248 6.907 4.768
H 1.496 8.869 2.623
H 1.504 9.933 3.950
H -0.043 8.981 3.678
H 2.718 7.702 4.599
H 1.274 7.826 5.581
H 1.551 4.927 2.551
H 1.923 6.561 2.055
H 3.990 6.464 3.457
H 3.529 4.992 4.283
H 3.808 5.018 2.566
H -0.648 5.362 3.509
H -0.541 6.999 2.725
H -0.954 6.441 5.690
H -2.309 6.681 4.466
H -1.168 8.025 4.885
C -2.579 -2.791 5.397
C -1.855 -1.970 6.432
N -0.649 -1.408 5.842
C 0.258 -1.045 6.857
C 1.601 -0.578 6.275
C -0.883 -0.425 4.813
C -1.838 0.708 5.206
H -3.301 -3.415 5.830
H -1.906 -3.404 4.805
H -3.044 -2.171 4.609
H -2.585 -1.247 6.748
H -1.560 -2.559 7.290
H -0.157 -0.332 7.578
H 0.458 -1.935 7.475
H 1.487 0.451 5.928
H 2.438 -0.637 6.966
H 1.855 -1.230 5.401
H -1.184 -0.913 3.847
H 0.110 -0.040 4.577
H -2.838 0.320 5.408
H -1.846 1.364 4.341
H -1.460 1.336 6.021
C -1.188 1.280 -8.574
C -1.168 1.315 -7.027
N -0.140 0.369 -6.493
C 1.268 0.671 -6.899
C 1.899 2.039 -6.635
C -0.251 0.223 -5.052
C -0.042 -1.248 -4.679
H -1.548 0.404 -9.062
H -0.185 1.602 -8.933
H -1.888 2.056 -8.854
H -1.013 2.316 -6.676
H -2.115 0.916 -6.595
H 1.303 0.502 -7.954
H 1.881 -0.092 -6.438
H 1.183 2.770 -7.070
H 2.873 2.134 -7.063
H 1.947 2.221 -5.533
H 0.402 0.893 -4.595
H -1.263 0.521 -4.805
H -0.831 -1.881 -5.137
H 0.901 -1.695 -5.036
H -0.020 -1.440 -3.628
C 6.365 0.574 4.567
C 5.733 -0.640 5.201
N 6.039 -1.930 4.526
C 5.891 -1.868 2.993
C 4.474 -1.808 2.506
C 5.443 -3.076 5.264
C 5.728 -4.417 4.650
H 7.476 0.463 4.481
H 6.179 1.506 5.094
H 5.967 0.768 3.538
H 6.107 -0.722 6.247
H 4.621 -0.539 5.357
H 6.544 -1.051 2.634
H 6.440 -2.811 2.712
H 4.368 -2.140 1.449
H 3.913 -2.458 3.195
H 4.252 -0.726 2.584
H 4.303 -2.939 5.315
H 5.857 -3.038 6.312
H 6.777 -4.567 4.404
H 5.133 -4.477 3.717
H 5.438 -5.247 5.299
C -2.369 -4.319 -3.104
C -0.908 -4.529 -2.945
N -0.626 -5.928 -2.777
C 0.642 -6.226 -2.072
C 0.516 -5.949 -0.580
C -0.536 -6.591 -4.082
C -0.799 -8.056 -4.076
H -2.954 -4.644 -2.223
H -2.803 -4.786 -4.001
H -2.549 -3.267 -3.262
H -0.220 -4.068 -3.736
H -0.707 -4.030 -1.975
H 0.913 -7.245 -2.248
H 1.440 -5.667 -2.590
H 0.225 -4.885 -0.505
H -0.205 -6.660 -0.133
H 1.509 -6.190 -0.127
H 0.376 -6.353 -4.617
H -1.312 -6.147 -4.720
H -1.849 -8.313 -3.699
H -0.024 -8.629 -3.537
H -0.890 -8.524 -5.027
C 4.214 4.699 -4.079
C 3.469 3.974 -3.001
N 2.579 4.930 -2.290
C 1.334 4.323 -1.946
C 0.622 3.643 -3.105
C 3.189 5.688 -1.232
C 2.618 7.125 -1.242
H 3.376 5.092 -4.656
H 4.924 4.191 -4.745
H 4.757 5.583 -3.674
H 2.892 3.144 -3.425
H 4.110 3.448 -2.315
H 1.147 3.696 -1.072
H 0.679 5.160 -1.665
H 0.742 4.147 -4.033
H 1.038 2.695 -3.288
H -0.484 3.531 -3.009
H 4.280 5.688 -1.485
H 3.072 5.249 -0.224
H 2.991 7.774 -2.045
H 2.763 7.682 -0.309
H 1.534 7.039 -1.401
C -4.406 -7.922 3.670
C -4.142 -6.487 3.312
N -4.644 -6.053 2.002
C -4.200 -4.687 1.656
C -2.723 -4.453 1.515
C -6.081 -6.160 1.982
C -6.634 -5.947 0.554
H -4.489 -8.545 2.767
H -5.365 -8.068 4.121
H -3.623 -8.353 4.229
H -4.695 -5.758 3.962
H -3.052 -6.290 3.364
H -4.587 -4.024 2.400
H -4.624 -4.351 0.727
H -2.559 -3.639 0.855
H -2.244 -5.320 1.027
H -2.128 -4.402 2.392
H -6.407 -7.156 2.299
H -6.526 -5.447 2.658
H -6.007 -6.442 -0.234
H -7.605 -6.319 0.428
H -6.590 -4.943 0.224
C 3.972 -3.193 -1.115
C 5.068 -2.268 -1.525
N 4.587 -1.005 -2.034
C 4.166 -1.021 -3.433
C 3.101 0.007 -3.622
C 5.559 0.066 -1.968
C 5.924 0.586 -0.554
H 4.370 -4.092 -0.663
H 3.393 -3.478 -2.022
H 3.255 -2.662 -0.440
H 5.736 -2.017 -0.693
H 5.677 -2.714 -2.355
H 5.059 -0.809 -4.080
H 3.664 -1.947 -3.672
H 2.398 -0.295 -4.412
H 2.430 -0.114 -2.805
H 3.487 1.005 -3.782
H 5.255 0.912 -2.575
H 6.522 -0.318 -2.337
H 5.050 0.980 -0.001
H 6.795 1.284 -0.616
H 6.358 -0.240 0.000
O -0.524 -6.949 5.119
C 0.130 -6.100 4.574
C 1.324 -5.285 5.017
C 1.409 -4.181 3.975
C 0.821 -4.876 2.752
O -0.167 -5.750 3.260
H 1.214 -4.976 6.056
H 2.122 -5.975 4.917
H 0.741 -3.325 4.240
H 2.432 -3.812 3.992
H 0.347 -4.171 2.075
H 1.461 -5.407 2.108
```

Results
- structure (SMILES) = CCN(CC)CC.CCN(CC)CC.CCN(CC)CC.CCN(CC)CC.CCN(CC)CC.CCN(CC)CC.CCN(CC)CC.CCN(CC)CC.CCN(CC)CC.CCN(CC)CC.CCN(CC)CC.O=C1CCCO1
- charge = 0
- LUMO energy (eV) = 0.4
- spin multiplicity = 1
- DFT total energy (eV) = -95842.4385

These are the Löwdin partial charges, in e, on atoms 1 to 99: -0.06, -0.25, -0.17, -0.21, -0.05, -0.24, -0.07, 0.05, 0.06, 0.06, 0.11, 0.08, 0.11, 0.07, 0.07, 0.04, 0.04, 0.07, 0.11, 0.04, 0.05, 0.08, -0.08, -0.19, -0.18, -0.29, -0.09, -0.28, -0.10, 0.05, 0.06, 0.07, 0.10, 0.10, 0.12, 0.11, 0.03, 0.08, 0.09, 0.10, 0.13, 0.06, 0.08, 0.06, -0.07, -0.29, -0.16, -0.23, -0.08, -0.25, -0.09, 0.09, 0.06, 0.04, 0.12, 0.09, 0.11, 0.10, 0.07, 0.04, 0.05, 0.07, 0.12, 0.07, 0.08, 0.07, -0.09, -0.24, -0.20, -0.26, -0.09, -0.26, -0.12, 0.06, 0.07, 0.07, 0.11, 0.11, 0.10, 0.09, 0.03, 0.08, 0.07, 0.10, 0.11, 0.07, 0.09, 0.07, -0.07, -0.25, -0.21, -0.29, -0.09, -0.26, -0.06, 0.06, 0.06, 0.07, 0.10



no.,HOMO-LUMO gap (eV)
1,8.6
2,8.4